Record 1
This record from the OMol25 dataset describes C22H24N9NiSSe as an isolated structure. The level of theory is ωB97M-V/def2-TZVPD.

The geometry in XYZ format:
```
58
Properties=species:S:1:pos:R:3:forces:R:3:mulliken_charge:R:1
Ni 0.377883 -1.642515 0.063266 -0.744 -0.106 0.348 -0.67
C 2.097835 -5.485542 0.326173 -0.049 0.187 -0.076 -1.67
C 1.288563 -4.262001 0.029668 -0.642 -0.768 -0.496 1.21
N 1.618503 -3.057869 0.253538 0.904 0.990 0.012 0.89
N 2.830790 -2.735242 0.854213 1.295 -0.201 0.030 -0.68
C 3.987849 -2.437768 0.161319 -1.661 -0.383 0.454 0.20
N 4.868100 -1.734889 0.908587 0.313 0.326 0.369 -0.42
S 4.358490 -2.896962 -1.396231 -0.132 -0.205 -0.113 -0.41
C -0.109726 -4.345588 -0.459346 0.367 0.114 0.270 0.38
C -0.795479 -5.533995 -0.639351 -0.102 -0.259 -0.040 -0.69
C -2.126848 -5.494885 -1.012870 0.073 -0.063 0.019 -0.41
C -2.739773 -4.261490 -1.178536 -0.002 0.094 0.015 -0.65
C -2.001572 -3.112447 -0.963032 0.103 -0.099 -0.034 -0.08
N -0.709637 -3.149893 -0.623189 0.032 0.137 -0.291 -0.18
H 3.158144 -5.259102 0.315385 0.065 0.097 0.060 0.37
H 1.911428 -6.258992 -0.416676 -0.018 -0.011 -0.022 0.44
H 1.813673 -5.871776 1.310213 0.043 0.017 -0.041 0.29
H 2.514254 -2.151474 1.720527 0.165 0.045 -0.448 0.13
H 4.558921 -1.225590 1.729194 -0.067 -0.157 -0.215 0.25
H 5.677199 -1.399361 0.411012 -0.124 -0.049 0.111 0.22
H -0.286551 -6.473180 -0.475166 -0.048 -0.032 -0.013 0.30
H -2.682726 -6.411111 -1.162962 0.010 -0.012 0.001 0.40
H -3.777478 -4.184732 -1.469963 -0.026 0.007 0.000 0.40
H -2.424685 -2.120693 -1.055010 -0.017 0.002 -0.009 0.33
C 0.281993 3.216585 1.145022 0.006 -0.022 0.114 -1.21
C 0.972119 3.884402 -0.033635 0.099 0.094 -0.105 1.02
C 0.067143 3.856571 -1.269570 0.152 -0.097 0.075 -1.41
C 2.352947 3.265632 -0.310001 -0.186 0.170 -0.078 -1.38
N 2.237029 1.884075 -0.714735 0.183 -0.052 -0.155 0.76
C 1.953727 0.814142 0.019773 -0.172 -0.179 0.223 -0.69
N 1.712755 -0.178522 -0.805257 0.348 -0.066 -0.179 0.69
N 1.872762 0.298947 -2.054085 -0.025 -0.070 -0.002 -0.76
N 2.182020 1.537321 -2.017489 -0.006 0.156 -0.038 -0.54
H -0.644667 3.740899 1.378044 -0.023 0.027 0.027 0.43
H 0.908555 3.219426 2.039695 0.012 -0.009 0.017 0.35
H 0.016264 2.179580 0.922484 0.029 0.082 0.072 0.01
H 1.182384 4.927308 0.227098 -0.035 0.055 -0.011 0.34
H -0.176072 2.825009 -1.547362 0.065 0.116 0.042 0.16
H 0.541029 4.335223 -2.126763 0.040 0.018 -0.063 0.42
H -0.876224 4.364987 -1.062372 0.098 0.018 0.035 0.40
H 2.984693 3.300788 0.578298 -0.052 0.045 0.037 0.43
H 2.862263 3.787525 -1.121809 -0.033 -0.032 0.032 0.42
H 1.842404 0.710990 1.111021 0.078 0.088 -0.402 0.57
Se 0.804266 -1.148940 2.367207 -0.113 0.190 0.403 -0.87
N -5.492136 6.198290 1.000729 0.010 -0.021 -0.003 -0.58
C -4.871434 5.243605 0.831496 -0.025 0.045 -0.014 0.08
C -4.097342 4.055166 0.618364 0.057 -0.050 -0.012 0.58
C -3.730817 3.253042 1.702290 -0.007 -0.008 0.049 -0.68
C -2.983249 2.112032 1.499044 -0.048 -0.017 -0.058 -0.35
C -2.576558 1.735753 0.206857 -0.144 -0.099 0.081 0.81
C -2.956146 2.547794 -0.871540 -0.114 -0.068 0.029 -0.42
C -3.705150 3.692960 -0.670922 0.023 -0.084 0.023 -0.70
C -1.768125 0.575830 0.040744 -0.015 0.081 -0.253 0.20
C -0.954877 -0.332844 0.031642 0.097 -0.071 0.236 -0.85
H -4.033988 3.535658 2.702682 0.001 0.007 -0.020 0.43
H -2.681574 1.488717 2.331804 0.001 0.029 -0.023 0.50
H -2.644866 2.264762 -1.870008 -0.025 0.028 0.055 0.48
H -3.988283 4.314379 -1.509508 -0.012 0.026 -0.024 0.44
```
Positions in Å, forces in eV/Å.

Computed properties:
Orbital gap (spin up / spin down) in eV: 5.55 / 5.55
LUMO energy (spin up / spin down) in Ha: 0.083 / 0.083
Net charge: -1
HOMO (spin up / spin down) in eV: -3.296 / -3.290

***

Record 2
This record from the OMol25 dataset describes a 2-piece molecular cluster, C7H10BrNO overall. The level of theory is ωB97M-V/def2-TZVPD.

The geometry in XYZ format:
```
20
Properties=species:S:1:pos:R:3:forces:R:3:mulliken_charge:R:1
C -0.838881 0.118834 3.250697 0.074 0.045 -0.043 -0.89
C -0.089174 0.004964 2.159312 0.035 -0.083 0.075 -0.32
C -0.604301 -0.073826 0.803717 0.163 -0.141 -0.645 0.84
N -1.984790 0.053681 0.608934 -0.071 0.000 -0.157 -0.63
C 0.233476 -0.323915 -0.217774 -0.218 -0.241 0.024 -0.45
O -0.205031 -0.376384 -1.523739 -0.382 0.259 0.841 -0.39
C 0.756275 -0.789812 -2.457386 0.320 -0.155 -0.282 -0.72
H -0.402221 0.176091 4.232243 0.143 0.013 0.145 0.27
H -1.912936 0.140821 3.200278 -0.257 -0.011 -0.040 0.30
H 0.987095 -0.041311 2.245007 0.151 0.014 0.042 0.17
H -2.387290 0.846387 1.090124 -0.005 -0.018 -0.040 0.22
H -2.220213 0.054596 -0.374086 -0.087 0.089 0.073 0.27
H 1.281045 -0.535839 -0.057728 0.065 0.053 0.035 0.43
H 0.279546 -0.735515 -3.435475 0.099 -0.011 0.030 0.26
H 1.078989 -1.821376 -2.273467 -0.046 0.065 0.006 0.32
H 1.636388 -0.136333 -2.440461 -0.059 -0.028 -0.014 0.31
C 1.603190 2.430963 -0.873298 0.711 -0.166 0.570 -0.14
C 2.398739 2.160628 -0.018326 -0.032 0.206 -0.043 -0.24
Br 3.567092 1.789273 1.300868 -0.145 -0.010 -0.156 0.00
H 0.926528 2.649641 -1.643730 -0.459 0.120 -0.419 0.40
```
Positions in Å, forces in eV/Å.

Computed properties:
Orbital gap in eV: 8.03
LUMO energy in Ha: 0.022
SMILES: C=C/C(N)=C/OC.C#CBr
HOMO in eV: -7.434

***

Record 3
This record from the OMol25 dataset describes a single C4H11NO2 molecule. The level of theory is ωB97M-V/def2-TZVPD.

The geometry in XYZ format:
```
18
Properties=species:S:1:pos:R:3:forces:R:3:mulliken_charge:R:1
N 0.911917 1.095635 -0.483494 1.629 -0.340 4.598 -0.66
C 0.286177 -0.190663 0.021405 -0.611 0.458 0.626 0.27
C 1.184423 -1.349918 -0.297147 -0.350 -1.695 -1.333 -0.89
O 2.547079 -1.357996 0.144218 -0.509 1.091 0.327 -0.51
C -1.292533 -0.466258 -0.366924 1.027 -1.792 -0.053 -0.65
C -2.376674 0.608983 0.106163 3.776 1.246 1.623 -0.28
O -1.513558 1.717086 0.783021 -2.185 -1.180 -0.449 -0.61
H 1.882916 1.131118 0.055893 -2.677 0.154 -1.028 0.28
H 1.291885 1.066888 -1.380272 -0.065 -0.640 -2.296 0.26
H 0.264612 -0.259354 1.145444 0.088 1.233 -0.808 0.26
H 0.724176 -2.235735 0.123437 -0.334 -0.440 0.015 0.40
H 1.198708 -1.497657 -1.395603 0.324 0.029 0.443 0.35
H 2.565493 -1.145885 1.095080 -0.038 -0.199 -0.467 0.32
H -1.272072 -0.845729 -1.447760 -0.543 0.996 1.236 0.34
H -1.514329 -1.418350 0.240975 0.326 1.252 -0.943 0.23
H -3.019472 1.094299 -0.629203 0.310 -0.337 -0.186 0.23
H -2.976511 0.197762 0.950341 0.406 0.319 -0.804 0.23
H -0.605360 1.757614 0.427239 -0.573 -0.155 -0.500 0.44
```
Positions in Å, forces in eV/Å.

Computed properties:
Orbital gap in eV: 10.43
LUMO energy in Ha: 0.024
SMILES: N[C@H](CO)CCO
HOMO in eV: -9.771

***

Record 4
This record from the OMol25 dataset describes C5H8O2 as an isolated structure. The level of theory is ωB97M-V/def2-TZVPD.

The geometry in XYZ format:
```
15
Properties=species:S:1:pos:R:3:forces:R:3:mulliken_charge:R:1
C -1.369729 1.141262 -0.306563 -0.074 0.071 -0.022 -1.46
C -0.240644 0.177296 -0.102981 -0.063 0.213 0.110 1.11
C 0.055277 -0.471774 1.274052 -0.444 -0.208 0.316 -0.72
O 1.477221 -0.358718 1.100828 -0.017 0.065 0.562 -0.38
C 1.223947 0.374532 -0.056983 0.163 0.174 0.533 -0.02
C 0.431666 -0.605988 -1.165569 1.122 0.443 0.802 -0.71
O 0.557418 -1.974400 -1.083829 0.154 -0.103 0.210 -0.46
H -1.366650 1.910736 0.472682 -0.065 -0.063 -0.085 0.36
H -1.271046 1.623662 -1.282309 -0.051 -0.018 0.143 0.34
H -2.331352 0.618085 -0.284104 0.073 0.087 -0.011 0.32
H -0.260996 -1.500289 1.490724 -0.045 0.119 -0.022 0.23
H -0.257604 0.186791 2.086242 -0.145 -0.046 -0.082 0.28
H 1.786461 1.290830 -0.272511 0.086 -0.613 -0.167 0.42
H 1.294631 -0.121464 -1.639679 -0.855 -0.109 -1.978 0.35
H 0.438740 -2.252550 -0.160547 0.161 -0.013 -0.310 0.33
```
Positions in Å, forces in eV/Å.

Computed properties:
Orbital gap in eV: 9.01
LUMO energy in Ha: 0.031
HOMO in eV: -8.163

***

Which relative energy (zero: lowest compared OMol25 entry of this formula, charge and spin) belongs to each record? In order, 0.000 2.072 2.844 4.496 eV.
Which max |F| belongs to each record? In order, 1.8 1.0 4.9 2.2 eV Å⁻¹.